Record 1
{"formula": "C13H13N2", "method": "ωB97M-V with the def2-TZVPD basis set", "spin_multiplicity": 1, "e_tot_ev": -16660.425, "total_charge": 1, "e_above_lowest_kcal_mol": 100.8, "species": ["C", "C", "C", "C", "H", "H", "C", "H", "C", "H", "H", "C", "C", "H", "H", "H", "H", "H", "C", "N", "C", "N", "C", "H", "H", "C", "H", "C"], "coordinates": [[-1.436, -0.788, -0.230], [-2.192, -2.066, 0.427], [2.932, -2.019, -0.083], [-3.453, -1.743, 0.317], [1.140, 3.145, -1.143], [0.816, 2.789, 1.382], [0.565, 1.218, -0.304], [0.149, 1.227, 1.926], [0.089, 1.919, 0.971], [-1.703, -3.008, 0.852], [-0.676, 2.610, -1.609], [-3.623, -0.466, -0.390], [2.900, 0.259, 0.760], [-0.881, 2.343, 0.855], [-4.167, 0.189, 0.213], [4.348, -1.250, 1.246], [3.247, 1.062, 1.356], [-4.319, -2.426, 0.506], [1.725, 0.400, -0.002], [1.824, -1.928, -0.766], [-0.010, -0.188, -0.462], [-2.321, 0.048, -0.643], [1.194, -0.787, -0.665], [3.484, -2.956, -0.092], [-4.205, -0.571, -1.295], [0.450, 2.222, -1.427], [0.668, 1.739, -2.395], [3.455, -0.974, 0.693]], "forces_ev_per_angstrom": [[-0.4, 0.3, 0.8], [4.0, 0.0, 0.0], [-0.3, -0.5, -0.5], [-2.1, -1.7, -0.5], [-1.4, -2.0, -1.0], [-1.5, -1.7, -1.6], [-2.3, 2.5, 2.0], [-0.6, 1.0, -2.0], [2.2, 0.3, 3.6], [-0.8, 1.7, -0.8], [2.6, -0.9, 1.0], [0.4, -1.1, -0.5], [-1.4, 0.5, -0.3], [-0.8, 0.2, 0.1], [-0.9, 1.6, 1.0], [0.0, 0.4, 0.0], [0.6, 0.6, 0.4], [1.0, 0.8, 0.2], [1.2, -2.3, -1.7], [-0.2, -2.0, -0.3], [-3.1, -1.7, -0.3], [1.0, 0.4, 0.0], [2.3, 1.7, 0.8], [-0.2, 0.0, -0.3], [-0.1, 0.0, -0.5], [-0.8, 1.8, -1.1], [0.5, 0.5, 0.3], [1.0, -0.3, 0.8]], "lowdin_charge": [-0.097, 0.016, -0.059, -0.096, 0.139, 0.144, -0.473, 0.130, -0.041, 0.129, 0.145, -0.201, 0.066, 0.065, 0.120, 0.134, 0.127, 0.143, -0.023, 0.187, 0.116, 0.110, -0.150, 0.135, 0.146, -0.018, 0.088, 0.019]}

Record 2
{"formula": "H3O5", "method": "ωB97M-V with the def2-TZVPD basis set", "spin_multiplicity": 1, "e_tot_ev": -10265.753, "total_charge": 1, "e_above_lowest_kcal_mol": 28.8, "species": ["H", "H", "O", "O", "O", "O", "O", "H"], "coordinates": [[2.389, 0.326, 0.675], [-1.612, 0.869, 0.824], [-0.907, 0.929, 0.202], [-0.309, -0.303, 0.253], [1.763, 0.766, -0.075], [-1.096, -1.181, -0.157], [1.055, -0.264, -0.609], [-1.283, -1.142, -1.112]], "forces_ev_per_angstrom": [[-1.8, 1.1, -2.1], [-1.3, -0.3, 1.6], [1.3, 2.5, -2.3], [2.5, 1.8, 3.0], [0.8, -2.9, 0.9], [-3.0, -5.1, -1.2], [1.4, 2.2, 0.7], [0.1, 0.7, -0.6]], "nbo_charge": [0.517, 0.506, -0.352, 0.278, -0.255, -0.300, 0.098, 0.509]}

Record 3
{"formula": "C38H94N2O12P", "method": "ωB97M-V with the def2-TZVPD basis set", "spin_multiplicity": 1, "e_tot_ev": -77766.009, "total_charge": -1, "e_above_lowest_kcal_mol": 23.0, "species": ["H", "H", "C", "H", "O", "H", "H", "C", "C", "C", "C", "C", "H", "C", "H", "H", "H", "H", "H", "C", "H", "H", "O", "H", "H", "H", "O", "H", "C", "H", "C", "H", "C", "C", "H", "H", "O", "H", "H", "H", "O", "H", "H", "C", "O", "P", "C", "H", "C", "H", "C", "H", "H", "H", "H", "C", "C", "O", "C", "H", "H", "H", "C", "N", "C", "H", "C", "H", "H", "H", "O", "H", "H", "H", "H", "H", "H", "H", "H", "H", "H", "C", "H", "H", "H", "H", "H", "H", "H", "H", "C", "C", "H", "C", "H", "H", "H", "H", "H", "H", "H", "H", "H", "H", "H", "C", "H", "O", "C", "C", "N", "H", "H", "H", "H", "H", "C", "H", "C", "H", "H", "H", "H", "O", "H", "H", "H", "O", "H", "H", "H", "H", "H", "O", "H", "H", "C", "C", "H", "C", "H", "C", "C", "H", "C", "H", "C"], "coordinates": [[-3.915, 2.017, -4.659], [9.619, 4.280, 4.127], [5.492, -3.409, 9.138], [1.687, -8.098, 1.193], [-2.490, 4.929, -3.614], [-2.477, 6.689, -6.508], [11.262, 5.116, 2.898], [8.670, 6.194, 4.495], [-5.872, 0.305, -1.638], [5.204, 2.419, -2.715], [3.993, -3.292, 9.362], [9.491, 5.542, 1.706], [3.384, -4.013, 6.772], [-1.266, 1.258, -9.846], [-0.319, -6.847, 2.125], [-11.046, -4.790, 0.076], [8.749, 6.116, 5.581], [-11.641, -3.183, -0.336], [-0.782, 0.358, 0.558], [8.699, 4.813, 3.863], [-6.009, -0.920, -3.432], [-2.817, 0.948, -2.730], [3.428, -2.115, 8.821], [-9.707, -3.078, 1.308], [-3.873, 6.031, -4.587], [7.036, 3.252, -0.186], [0.217, -1.867, 2.057], [-2.581, -1.419, 4.390], [6.287, 1.208, -0.217], [5.739, -3.478, 8.077], [-9.543, -3.252, 0.240], [-11.061, 0.377, 0.888], [-1.131, 1.835, -8.447], [-1.120, 4.700, -3.330], [-2.439, 0.355, -5.803], [-4.392, 2.830, -3.153], [2.666, -4.238, 2.458], [-0.552, 1.166, -7.802], [-1.863, -0.521, -7.220], [7.874, 4.223, 4.269], [-0.306, -6.496, 0.078], [-0.570, 2.771, -8.505], [3.532, 2.602, -1.396], [-3.279, 1.074, -7.658], [4.916, 1.465, -0.468], [2.379, -0.559, 3.067], [-0.431, 5.877, -2.661], [0.407, -5.347, 1.589], [1.656, -2.002, 2.055], [3.800, -3.259, 10.438], [4.621, 2.557, -1.319], [-1.804, -2.651, 3.612], [-2.498, 6.958, -4.023], [2.352, -6.565, 0.635], [6.009, -2.535, 9.542], [0.325, -6.409, 1.355], [3.559, -1.942, 7.410], [-9.088, -2.064, -0.387], [-2.737, -0.039, -6.777], [-4.168, 1.497, -7.185], [-8.724, -3.970, 0.167], [3.470, -4.174, 8.980], [1.971, -3.313, 2.911], [-1.932, -0.475, 2.132], [-3.875, 0.746, -2.914], [-2.174, -0.663, -0.042], [-2.168, 5.862, -5.866], [11.594, 5.565, 1.226], [2.119, -2.117, 1.042], [-9.481, -0.158, -0.925], [-2.373, 2.150, -7.838], [0.622, 1.216, 2.627], [-2.365, -8.178, 0.619], [4.868, 1.489, -3.180], [-10.959, -1.267, 1.517], [1.856, -3.143, 6.849], [-3.173, -2.186, 1.577], [0.602, 5.621, -2.415], [-1.828, 1.940, -10.489], [-0.865, -2.744, 0.469], [6.793, 0.909, -1.142], [-1.401, -8.663, 0.449], [-6.161, 0.209, -0.589], [2.993, -2.827, 5.528], [-1.085, 3.842, -2.656], [-1.001, -7.672, -1.404], [2.164, -6.873, 2.372], [-3.917, -0.190, -3.482], [10.952, 3.955, 1.610], [0.074, 0.025, 3.875], [-0.344, -1.788, 0.753], [2.912, -3.044, 6.592], [-3.498, -0.808, -6.626], [-10.412, -0.497, 0.969], [3.072, -0.994, 7.170], [5.880, -4.305, 9.627], [4.615, -1.824, 7.141], [-5.509, 1.733, -3.959], [-10.600, -4.042, -1.470], [-6.429, 1.161, -2.036], [-2.199, 0.477, 2.376], [6.514, 2.641, 1.382], [-0.281, 1.091, -10.284], [-9.536, -0.233, 1.564], [0.445, -8.288, -0.625], [-4.456, 1.898, -3.718], [-2.476, 4.921, -6.327], [3.477, 0.343, 2.094], [-2.786, 6.007, -4.485], [0.962, 0.615, 3.513], [-2.692, -2.147, 3.685], [-1.575, -9.633, -0.024], [-5.706, -1.825, -1.950], [-3.602, 0.683, -8.629], [6.296, 2.400, -2.699], [-3.998, -0.940, 2.594], [-0.516, -7.797, -0.432], [9.199, 5.445, 0.658], [-3.007, -1.455, 2.407], [9.495, 6.818, 4.145], [1.314, 1.272, 4.357], [-10.870, -1.223, -1.022], [-7.319, -1.161, -2.276], [1.430, -3.310, 4.094], [8.044, 2.088, 0.674], [9.440, 6.610, 1.945], [-0.947, -8.847, 1.425], [-4.482, 0.578, -1.645], [3.071, 0.533, 1.228], [4.937, 3.497, -0.853], [7.741, 6.711, 4.244], [-1.795, 0.303, -9.842], [-0.408, 6.757, -3.308], [8.526, 4.826, 2.456], [-0.952, 6.155, -1.743], [0.390, -1.550, -0.060], [10.906, 5.014, 1.871], [-6.247, -0.974, -2.367], [-0.589, 4.400, -4.241], [1.712, -7.022, 1.392], [-1.077, 5.863, -5.823], [-1.395, -0.567, 0.762], [-10.779, -3.850, -0.410], [6.320, 0.342, 0.447], [7.011, 2.365, 0.451], [4.896, 3.259, -3.341], [-9.994, -0.975, -0.412]], "forces_ev_per_angstrom": [[0.0, 0.1, 0.1], [0.0, 0.1, 0.0], [0.1, 0.0, -0.1], [-0.1, 0.0, 0.1], [-0.2, -0.1, 0.1], [0.0, 0.0, 0.0], [0.0, 0.0, 0.0], [0.1, 0.1, -0.1], [-0.1, -0.1, -0.1], [0.2, -0.1, 0.0], [0.0, 0.0, -0.1], [0.1, 0.0, 0.0], [0.1, 0.0, -0.1], [-0.2, -0.1, 0.0], [0.0, -0.1, 0.0], [0.0, 0.0, 0.0], [0.0, 0.0, 0.0], [0.0, -0.1, 0.1], [-0.7, -0.8, 0.2], [0.0, 0.1, 0.1], [0.0, 0.0, 0.0], [-0.1, -0.1, 0.2], [0.0, 0.2, 0.4], [-0.1, 0.0, 0.0], [0.0, -0.1, 0.2], [0.1, 0.0, 0.0], [0.7, -0.2, -1.9], [0.2, -0.4, -0.2], [0.2, 0.0, 0.1], [0.0, -0.1, 0.0], [-0.1, -0.1, 0.0], [0.0, 0.0, 0.0], [0.0, -0.1, -0.1], [0.1, 0.0, 0.0], [0.0, 0.0, 0.0], [0.1, 0.0, -0.1], [0.0, 0.8, -0.8], [0.0, -0.1, 0.0], [-0.1, 0.0, 0.0], [0.0, 0.0, -0.2], [-0.2, 0.1, -0.3], [-0.2, 0.0, 0.1], [0.0, -0.1, 0.1], [0.0, -0.1, 0.0], [-0.3, -0.1, -0.1], [1.3, 0.0, 1.4], [0.0, 0.2, -0.1], [0.0, 0.0, -0.1], [0.0, -0.3, 0.5], [-0.1, 0.1, 0.0], [0.1, 0.0, 0.0], [-0.1, 0.4, 0.0], [0.1, 0.0, 0.0], [0.0, 0.1, 0.1], [0.0, 0.0, 0.0], [0.2, 0.1, 0.2], [-0.1, -0.3, -0.3], [0.2, 0.1, -0.2], [0.2, 0.0, 0.0], [0.1, 0.2, 0.0], [0.1, 0.2, -0.1], [0.1, 0.0, -0.1], [-1.0, -0.4, 2.9], [-1.1, 0.0, -1.5], [-0.1, 0.1, -0.1], [0.6, 0.0, 0.6], [0.1, -0.1, 0.0], [0.0, 0.0, 0.0], [-0.5, 0.2, 0.7], [0.1, -0.2, 0.0], [-0.1, 0.3, 0.1], [0.2, -0.3, 0.8], [0.0, 0.0, 0.0], [0.0, 0.0, 0.0], [-0.1, 0.1, 0.0], [0.0, 0.1, -0.2], [0.5, 0.6, 0.6], [-0.1, 0.0, 0.0], [0.1, 0.0, 0.0], [0.5, 0.6, 0.4], [0.0, 0.1, 0.0], [0.0, -0.1, 0.1], [0.2, 0.0, 0.0], [-0.2, 0.0, 0.1], [-0.2, 0.0, -0.1], [0.0, 0.2, 0.0], [0.0, 0.2, -0.1], [0.0, 0.0, -0.1], [0.0, 0.0, 0.0], [1.0, 0.4, -0.5], [-1.3, 0.8, -0.5], [0.3, 0.0, 0.3], [0.0, 0.1, 0.0], [0.0, -0.1, 0.1], [0.0, 0.0, 0.2], [0.0, 0.0, 0.0], [0.0, 0.0, 0.0], [0.0, -0.1, -0.1], [0.0, 0.0, 0.0], [0.0, 0.0, -0.1], [-0.1, -0.4, -0.3], [0.1, 0.0, 0.0], [0.0, 0.0, 0.0], [0.0, 0.0, -0.1], [0.0, -0.1, 0.1], [-0.2, 0.0, 0.0], [0.0, 0.0, 0.0], [-1.8, -0.6, -0.3], [0.1, 0.0, -0.1], [-0.4, -0.2, -0.5], [-0.7, -0.2, -0.7], [0.0, 0.0, 0.0], [-0.1, 0.0, 0.0], [0.0, -0.1, 0.0], [0.0, 0.1, 0.0], [0.9, -0.4, -0.4], [0.0, 0.1, 0.1], [-0.2, -0.1, 0.1], [-0.1, 0.4, 1.6], [0.0, 0.0, 0.1], [-0.2, -0.6, -1.0], [-0.1, 0.0, 0.1], [0.1, 0.0, 0.1], [0.6, 0.6, -2.7], [-0.1, 0.0, 0.0], [0.1, 0.0, 0.0], [0.0, 0.0, -0.1], [0.2, 0.0, 0.2], [0.5, 0.1, 0.2], [0.1, 0.0, -0.1], [0.0, -0.1, 0.0], [0.1, 0.0, 0.0], [0.1, 0.0, 0.0], [-0.2, -0.1, -0.1], [0.0, -0.1, 0.0], [-0.3, -0.4, 0.8], [0.1, 0.0, 0.1], [0.0, 0.0, -0.2], [0.0, 0.1, 0.0], [0.0, -0.3, -0.1], [0.0, 0.1, 0.0], [1.3, -0.1, 0.4], [-0.1, 0.1, 0.0], [-0.2, 0.0, 0.0], [-0.1, 0.1, -0.1], [0.0, 0.0, 0.0], [-0.1, 0.0, 0.1]], "lowdin_charge": [0.060, 0.107, -0.091, 0.057, -0.171, 0.075, 0.065, -0.083, -0.278, -0.085, -0.299, -0.283, 0.069, -0.083, 0.109, 0.076, 0.076, 0.064, 0.107, -0.276, 0.064, 0.117, -0.173, 0.108, 0.117, 0.062, -0.215, 0.051, -0.272, 0.066, -0.275, 0.076, -0.281, -0.278, 0.071, 0.078, -0.053, 0.108, 0.068, 0.122, -0.165, 0.117, 0.116, -0.281, -0.170, 0.961, -0.079, 0.107, -0.358, 0.110, -0.282, 0.058, 0.105, 0.082, 0.075, -0.259, -0.272, -0.172, -0.075, 0.112, 0.121, 0.105, -0.696, -0.094, -0.280, 0.100, -0.076, 0.075, 0.115, 0.113, -0.169, 0.022, 0.078, 0.081, 0.065, 0.084, 0.115, 0.076, 0.081, 0.119, 0.104, -0.090, 0.119, 0.046, 0.119, 0.111, 0.075, 0.102, 0.081, 0.031, -0.195, -0.082, 0.081, -0.079, 0.113, 0.069, 0.102, 0.067, 0.081, 0.105, 0.100, 0.085, 0.076, 0.084, 0.103, -0.070, 0.075, -0.382, -0.279, -0.288, -0.006, 0.069, 0.087, 0.106, 0.063, 0.106, -0.299, 0.116, -0.298, 0.063, 0.026, 0.106, 0.061, -0.134, 0.076, 0.105, 0.064, -0.164, 0.019, 0.107, 0.082, 0.065, 0.064, -0.168, 0.083, 0.112, -0.081, -0.072, 0.107, -0.089, 0.065, -0.193, -0.082, 0.123, -0.080, 0.072, -0.283]}

Record 4
{"formula": "C4H9N2O3S", "method": "ωB97M-V with the def2-TZVPD basis set", "spin_multiplicity": 1, "e_tot_ev": -24251.238, "total_charge": -1, "e_above_lowest_kcal_mol": 0.0, "species": ["H", "N", "C", "C", "O", "H", "O", "H", "H", "C", "C", "O", "H", "N", "S", "H", "H", "H", "H"], "coordinates": [[1.717, -0.828, -1.237], [-2.200, -0.546, -1.597], [1.077, -1.092, 0.711], [1.501, 1.023, -0.351], [3.323, -0.489, -0.024], [-3.016, 0.034, -1.822], [-3.722, 0.852, 0.094], [1.389, -0.766, 1.715], [0.052, -0.960, 0.407], [2.022, -0.398, -0.275], [-2.511, 0.764, 0.325], [-2.075, 1.319, 1.492], [1.517, -2.073, 0.580], [-1.644, 0.012, -0.317], [2.446, 2.239, 0.180], [0.352, 1.063, -0.416], [-1.174, 0.829, 1.658], [-2.550, -1.442, -1.301], [3.495, 0.460, 0.176]], "forces_ev_per_angstrom": [[0.3, -0.2, -0.3], [0.8, 1.0, 1.3], [2.4, -0.3, 0.3], [-1.1, -0.3, 1.4], [2.1, 0.2, 0.6], [0.1, -0.3, 0.3], [-0.6, 1.0, -0.4], [-0.6, 0.1, -0.1], [-0.5, -0.2, 0.2], [-3.9, 1.2, -1.8], [-1.6, -1.8, -0.3], [3.2, -1.1, 1.0], [-0.8, -0.9, 0.5], [0.8, 0.2, -1.4], [-0.3, 0.2, -0.5], [1.4, 0.1, -0.5], [-2.3, 1.5, -0.4], [-0.5, -0.4, -0.1], [1.1, -0.1, 0.2]], "nbo_charge": [0.180, -0.706, -0.651, -0.243, -0.724, 0.348, -0.781, 0.191, 0.287, 0.017, 0.777, -0.717, 0.203, -0.644, -0.067, 0.281, 0.468, 0.320, 0.461]}